1 | 3 unconnected molecules or ions with the total composition C3H13N4. Source: the OMol25 dataset; level of theory: the ωB97M-V functional and the def2-TZVPD basis.

Element x y z (Å)
N (0.90791, 1.01281, -0.14839)
N (-0.16352, -0.57329, -0.29933)
N (1.95322, 0.80439, 0.64268)
N (-3.22941, 0.79156, 1.01715)
C (3.09232, 0.22535, 0.00336)
C (-0.35830, -1.51496, 0.49625)
C (-0.68343, -0.57292, -1.58865)
H (4.04444, 0.54191, 0.39377)
H (-3.05151, 1.63298, 1.41586)
H (-0.89075, -2.37977, 0.14428)
H (0.11705, -1.52896, 1.44148)
H (0.17199, 1.47392, 0.33461)
H (-1.65629, -1.04940, -1.73706)
H (2.83981, -0.89322, -0.13644)
H (2.09720, 0.73996, 1.70935)
H (-4.05498, 0.44025, 1.40815)
H (-3.45587, 0.95202, 0.09609)
H (-0.03430, -0.98845, -2.23965)
H (3.04138, 0.43025, -1.06627)
H (-0.68696, 0.45556, -1.88725)

The HOMO energy is -13.58 eV. The orbital gap is 9.522 eV. As for the total charge: +1. As for the multiplicity: 1. The LUMO energy comes out at -4.1 eV.

Quick look at the Mulliken charges, all values in e: N -0.209; N 0.050; N -0.027; N -0.637; C -0.750; C -0.276; C -1.076; H 0.345; H 0.211; H 0.273; H 0.292; H 0.308; H 0.389; H 0.276; H 0.299; H 0.228; H 0.217; H 0.456; H 0.307; H 0.324

2 | A gas-phase ion, C3H13N4 (charge +1). Source: the OMol25 dataset; level of theory: the ωB97M-V functional and the def2-TZVPD basis.

Element x y z (Å)
N (1.16096, -0.60143, -0.48284)
N (-1.76232, -1.27192, 0.74645)
N (0.91590, 1.42251, 0.55079)
N (2.53115, -0.39195, -0.11774)
C (0.37669, 0.03341, 0.53294)
C (-1.30231, 0.00026, 0.30066)
C (-1.56575, 0.36330, -1.16903)
H (0.90466, -1.57612, -0.61762)
H (0.80576, 1.91005, 1.44190)
H (3.12280, -0.51098, -0.93212)
H (-1.81735, -0.53193, -1.73777)
H (-2.69615, -1.22912, 1.12985)
H (0.51955, 1.97899, -0.21467)
H (1.93743, 1.16025, 0.33237)
H (2.84738, -1.02452, 0.61998)
H (-1.74410, -1.96878, 0.00909)
H (-0.69215, 0.80222, -1.64733)
H (-1.66990, 0.77543, 0.97556)
H (-2.39861, 1.05522, -1.26041)
H (0.52636, -0.39489, 1.53994)

As for the SMILES: C[C@@H](N)[C@H]([NH3+])NN. The HOMO energy is -13.26 eV. The orbital gap is 10.292 eV. As for the total charge: +1. As for the multiplicity: 1. The LUMO energy comes out at -3.0 eV.

Quick look at the Mulliken charges, all values in e: N -0.197; N -0.613; N -0.153; N -0.573; C -0.686; C 0.206; C -1.206; H 0.237; H 0.359; H 0.232; H 0.315; H 0.267; H 0.343; H 0.490; H 0.248; H 0.240; H 0.381; H 0.443; H 0.288; H 0.380

3 | 2 unconnected molecules or ions with the total composition C3H13N4. Source: the OMol25 dataset; level of theory: the ωB97M-V functional and the def2-TZVPD basis.

Element x y z (Å)
N (0.97425, 1.40827, -0.04164)
N (0.87712, -0.84972, 0.31595)
N (-0.02319, -2.98254, 1.61063)
N (2.30037, 1.24880, 0.20561)
C (0.36744, 0.23722, -0.17856)
C (-1.79751, 1.38320, -1.74362)
C (-1.39487, 0.49270, -0.60019)
H (-1.01587, 2.09127, -1.95618)
H (-1.94318, 0.78898, -2.62089)
H (-2.68020, 1.94190, -1.50296)
H (-1.86012, -0.49658, -0.62266)
H (-1.71013, 0.92387, 0.45418)
H (1.75068, -0.60647, 0.75479)
H (0.28325, -2.56223, 2.51080)
H (-1.04818, -2.75637, 1.72877)
H (2.94419, 1.02987, -0.62084)
H (0.65637, 2.32417, -0.44848)
H (2.63778, 2.14566, 0.57968)
H (0.10156, -3.93584, 1.59697)
H (0.58022, -1.82614, 0.57865)

The HOMO energy is -13.81 eV. The orbital gap is 10.896 eV. As for the total charge: +1. As for the multiplicity: 1. The LUMO energy comes out at -2.9 eV.

Quick look at the Mulliken charges, all values in e: N 0.066; N -0.310; N -0.876; N -0.725; C 0.340; C -0.970; C -0.488; H 0.315; H 0.306; H 0.304; H 0.354; H 0.321; H 0.306; H 0.303; H 0.283; H 0.259; H 0.276; H 0.281; H 0.221; H 0.436

Stability summary: most stable 2, least stable 1.

1 | A molecular structure, B2F8Sn. Source: the OMol25 dataset; level of theory: the ωB97M-V functional and the def2-TZVPD basis.

Element x y z (Å)
Sn (0.95625, 0.32057, -0.98860)
F (2.06567, -2.03108, 0.22641)
F (-1.68518, 0.47864, -0.24066)
F (1.82890, -2.38414, 2.51929)
F (-0.90529, 2.40510, -1.11211)
F (-3.18206, 1.95594, -1.20150)
F (2.46707, -0.33769, 1.73969)
F (0.34504, -1.07228, 1.31697)
F (-1.65037, 0.72418, -2.47597)
B (-1.93830, 1.42259, -1.28908)
B (1.69827, -1.48183, 1.50557)

The HOMO energy is -13.23 eV. The orbital gap is 9.061 eV. As for the multiplicity: 1. The LUMO energy comes out at -4.2 eV.

Quick look at the Mulliken charges, all values in e: Sn 1.570; F -0.389; F -0.293; F -0.292; F -0.387; F -0.281; F -0.359; F -0.275; F -0.363; B 0.552; B 0.517

2 | A molecular structure, B2F8Sn. Source: the OMol25 dataset; level of theory: the ωB97M-V functional and the def2-TZVPD basis.

Element x y z (Å)
Sn (-1.83177, 1.83444, 0.65483)
F (-1.20829, -0.66231, -0.83114)
F (-1.19205, -0.97419, 1.34118)
F (2.55030, 1.99199, -0.19777)
F (-2.19815, -2.46289, 0.08102)
F (1.90251, 0.00213, -0.64878)
F (0.92459, 1.15762, 0.96647)
F (0.59867, 1.75867, -1.27392)
F (0.11440, -2.26974, 0.05577)
B (-1.12211, -1.60614, 0.17207)
B (1.46185, 1.23046, -0.31973)

The HOMO energy is -11.35 eV. The orbital gap is 6.084 eV. As for the multiplicity: 1. The LUMO energy comes out at -5.3 eV.

Quick look at the Mulliken charges, all values in e: Sn 1.619; F -0.398; F -0.355; F -0.333; F -0.364; F -0.318; F -0.394; F -0.393; F -0.365; B 0.670; B 0.631

Stability summary: most stable 1, least stable 2.

1 | 3 unconnected molecules or ions with the total composition C4H10N3. Source: the OMol25 dataset; level of theory: the ωB97M-V functional and the def2-TZVPD basis.

Element x y z (Å)
N (1.02717, -1.14705, -0.43760)
N (-1.62306, -0.19336, 2.07490)
N (2.98213, -1.40908, -2.06062)
C (-1.51695, 1.83216, 0.82009)
C (0.16904, -1.11843, 0.31468)
C (-1.86060, 1.04982, 1.99709)
C (-1.58640, 1.36345, -0.42192)
H (-1.36931, 1.98406, -1.27619)
H (-0.62920, -0.93258, 1.04510)
H (2.10824, -1.27131, -1.34257)
H (3.10202, -2.40360, -2.25573)
H (-1.91749, 0.35980, -0.63108)
H (-2.33042, 1.61977, 2.80464)
H (-1.92862, -0.64996, 2.93251)
H (3.83721, -1.03974, -1.64357)
H (2.79490, -0.90906, -2.93084)
H (-1.25865, 2.86513, 1.01113)

The HOMO energy is -13.39 eV. The orbital gap is 10.333 eV. As for the total charge: +1. As for the multiplicity: 1. The LUMO energy comes out at -3.1 eV.

Quick look at the Mulliken charges, all values in e: N -0.267; N -0.517; N -0.619; C -0.219; C -0.006; C 0.072; C -0.840; H 0.260; H 0.282; H 0.469; H 0.365; H 0.369; H 0.382; H 0.201; H 0.363; H 0.363; H 0.342

2 | 2 unconnected molecules or ions with the total composition C4H10N3. Source: the OMol25 dataset; level of theory: the ωB97M-V functional and the def2-TZVPD basis.

Element x y z (Å)
N (1.61423, 0.27876, 0.01390)
N (-2.28174, -1.48369, -0.28822)
N (-0.62188, 1.86155, 0.50083)
C (2.71999, -0.35682, -0.53167)
C (-0.39189, 2.93222, 0.07637)
C (-0.66652, 0.57098, 0.82455)
C (0.47708, -0.24493, 0.25867)
H (-1.54992, 0.07235, 0.34170)
H (-2.58792, -1.47163, -1.29961)
H (-1.65705, -2.21588, -0.26578)
H (0.21464, -1.35075, 0.21701)
H (3.53612, 0.24651, -0.21630)
H (-3.12812, -1.53199, 0.42055)
H (2.66887, -1.53459, -0.30768)
H (-0.18253, 3.94435, -0.12811)
H (2.67809, -0.27101, -1.57489)
H (-0.84143, 0.55457, 1.95869)

The HOMO energy is -13.43 eV. The orbital gap is 9.201 eV. As for the total charge: +1. As for the multiplicity: 1. The LUMO energy comes out at -4.2 eV.

Quick look at the Mulliken charges, all values in e: N -0.348; N -0.879; N 0.010; C -0.669; C 0.126; C -0.237; C -0.060; H 0.384; H 0.251; H 0.260; H 0.241; H 0.296; H 0.279; H 0.263; H 0.450; H 0.307; H 0.325

Stability summary: most stable 1, least stable 2.